# 1
14
Properties=species:S:1:pos:R:3 method="wB97M-V/def2-TZVPD" total_charge=+1 e_above_lowest_ev=0.692 homo_lumo_gap_ev="7.818 / 4.417" s2=0.755 multiplicity=2 homo_energy_ev="-14.0318 / -13.6397"
Cu 1.07765 -2.45657 2.24200
Cl 0.49186 -0.65799 2.57001
O 0.42953 2.23251 -2.14561
C 0.23730 1.24416 -1.36458
O 1.01888 0.17323 -1.38678
C 0.73418 -0.73382 -0.35801
C -0.64725 -0.29482 0.17224
C -0.79713 1.11969 -0.31368
H 1.44797 -0.63342 0.45962
H 0.48447 -1.75529 -0.64499
H -0.57887 -0.45407 1.24837
H -1.45341 -0.94480 -0.16798
H -0.66689 1.88511 0.45135
H -1.77828 1.27609 -0.76199

# 2
12
Properties=species:S:1:pos:R:3 method="wB97M-V/def2-TZVPD" smiles=FC1(CCl)CC1 total_charge=0 e_above_lowest_ev=0.774 homo_lumo_gap_ev=11.560 homo_energy_ev=-10.5579
F 1.12353 0.58772 -1.65283
C 0.27488 0.49136 -0.61822
C 0.26381 -1.02458 -0.29469
Cl -0.56828 -1.31925 1.19326
C 0.39078 1.46181 0.46439
C -0.91202 1.34639 -0.39219
H 1.26064 -1.35301 -0.02405
H -0.28349 -1.55799 -1.04140
H 0.37451 1.14112 1.48058
H 1.07082 2.32126 0.36417
H -1.75384 0.83075 -0.00618
H -1.22439 2.10560 -1.13891

# 3
12
Properties=species:S:1:pos:R:3 method="wB97M-V/def2-TZVPD" smiles="C=CC(=C)F.Cl" total_charge=0 e_above_lowest_ev=1.524 homo_lumo_gap_ev=9.929 homo_energy_ev=-9.2390
C -1.29497 -0.99067 0.01238
C -0.63308 -0.16538 -0.76278
C 0.84729 -0.18459 -0.80997
C 1.64082 -1.19739 -0.49228
F 1.42274 1.02058 -1.08809
H -2.41612 -0.88322 0.23716
H -0.75470 -1.62851 0.59912
H -1.08239 0.75639 -1.05279
H 1.21238 -2.13268 -0.26281
H 2.63658 -1.16987 -0.58586
Cl -0.73950 3.09554 2.66222
H -0.83904 3.47979 1.54370

# 4
12
Properties=species:S:1:pos:R:3 method="wB97M-V/def2-TZVPD" smiles="CC/C(Cl)=C/F" total_charge=0 e_above_lowest_ev=1.234 homo_lumo_gap_ev=9.868 homo_energy_ev=-9.0104
C 1.48040 -0.78034 0.52336
C 0.54629 0.06991 -0.39836
C -0.91526 0.00873 -0.14421
Cl -1.64938 -1.58529 0.07804
C -1.70293 1.22792 -0.03601
F -3.02914 1.25786 0.12797
H 2.54758 -0.84664 0.18360
H 1.12155 -1.78084 0.47611
H 1.37620 -0.45909 1.45660
H 0.71834 -0.34558 -1.34264
H 0.77213 1.17048 -0.52104
H -1.26577 2.06289 -0.40341

# 5
12
Properties=species:S:1:pos:R:3 method="wB97M-V/def2-TZVPD" total_charge=0 e_above_lowest_ev=3.820 homo_lumo_gap_ev=7.414 homo_energy_ev=-8.0111
C -0.38555 -1.15499 -0.09431
C 0.93058 -1.11460 0.46505
C -1.04482 -0.05628 -0.47600
C 0.96371 1.16749 0.28290
N 1.53665 0.01840 0.36463
Cl 3.50771 -0.07448 -0.21240
H -0.80348 -2.13666 -0.27030
H 1.45683 -1.99500 0.78705
H -1.95201 -0.17671 -1.05379
H -0.77029 0.96533 -0.30149
H 1.39308 1.92641 -0.35292
H 0.42663 1.51464 1.15634

# 6
12
Properties=species:S:1:pos:R:3 method="wB97M-V/def2-TZVPD" smiles="C=C/C(Cl)=N/C" total_charge=0 e_above_lowest_ev=1.319 homo_lumo_gap_ev=10.713 homo_energy_ev=-10.0431
C -2.43109 0.42656 0.16462
C -1.19379 0.72140 -0.14066
C 0.03887 -0.03785 0.02113
Cl -0.31795 -1.60560 0.87970
N 1.10255 0.40374 -0.30553
C 2.21388 -0.44430 -0.19843
H -3.23438 1.12070 -0.09858
H -2.78566 -0.55765 0.46694
H -0.84937 1.77148 -0.25452
H 2.80721 -0.21393 -1.15055
H 2.86802 -0.11121 0.64109
H 1.78170 -1.47335 -0.02522

# 7
13
Properties=species:S:1:pos:R:3 method="wB97M-V/def2-TZVPD" total_charge=+1 e_above_lowest_ev=3.002 homo_lumo_gap_ev="5.511 / 5.515" homo_energy_ev="-12.8390 / -12.8400"
C 1.53396 -0.52748 0.56540
C 0.30759 0.05736 0.73354
C 1.19790 0.81618 -1.14178
C -2.93908 -0.37635 0.36805
N 2.11884 -0.02934 -0.58971
N 0.11882 0.88300 -0.32606
Cl -2.50984 0.99471 -0.43613
H 2.23657 -1.21615 1.10272
H -0.38459 -0.01811 1.49733
H 1.46908 1.41460 -1.97369
H -2.62906 -0.43563 1.41344
H -3.47330 -1.18116 -0.15144
H 2.95311 -0.38163 -1.06167

# 8
18
Properties=species:S:1:pos:R:3 method="wB97M-V/def2-TZVPD" total_charge=0 e_above_lowest_ev=0.345 homo_lumo_gap_ev="5.850 / 5.851" homo_energy_ev="-8.0471 / -8.0481"
C -0.05933 -0.55285 1.91335
C 0.93154 -0.28178 -1.37025
C 0.18557 -1.25338 -2.18045
C -2.64161 0.52112 1.66891
N -0.22298 -0.18681 0.68542
N 0.75313 0.02872 -0.14795
O 1.93144 0.44807 -1.93499
P 2.42872 1.25816 -0.53984
S 4.37832 1.20901 -0.39247
S 1.23478 -1.33278 2.68294
S -1.66745 -0.37117 2.88979
Cl 1.23752 2.87026 -0.56715
H 0.85403 -1.89873 -2.63573
H -0.34248 -0.81020 -2.96664
H -0.46392 -1.70643 -1.50822
H -3.41671 -0.26641 1.54969
H -2.05954 0.87110 0.87754
H -3.06104 1.45409 1.97604

# 9
14
Properties=species:S:1:pos:R:3 method="wB97M-V/def2-TZVPD" smiles=Nn1cncc1CCl total_charge=0 e_above_lowest_ev=3.903 homo_lumo_gap_ev=9.468 homo_energy_ev=-8.8331
N -0.21058 1.99219 -0.00561
N -0.71692 0.68692 0.11877
C -1.79861 0.14425 0.66491
N -1.86774 -1.14868 0.67156
C -0.70526 -1.65173 0.10096
C 0.27659 -0.75244 -0.08870
C 1.52437 -0.51494 -0.72758
Cl 2.73357 -0.02407 0.59178
H 0.42314 2.03397 -0.75239
H 0.02275 2.43550 0.81290
H -2.57150 0.73462 0.96258
H -0.68746 -2.69092 0.18825
H 1.50900 0.19374 -1.45333
H 2.06867 -1.43842 -1.08411

# 10
14
Properties=species:S:1:pos:R:3 method="wB97M-V/def2-TZVPD" total_charge=0 e_above_lowest_ev=5.159 homo_lumo_gap_ev=10.048 homo_energy_ev=-9.4133
C 2.11881 -1.05969 0.75584
C 1.73868 -0.35348 -0.21644
C -0.10712 -0.50966 -0.76681
C -2.21803 0.54256 -0.21571
N -0.78262 0.37389 -0.14238
O -0.34434 -1.21502 -1.69924
O -0.34746 1.26981 0.87673
Cl 2.74765 0.39195 -1.32722
H 3.22012 -1.09768 1.09428
H 1.42944 -1.60965 1.45026
H -2.52778 1.61598 0.06516
H -2.57763 0.06819 -1.23045
H -2.85657 -0.05815 0.56861
H 0.50687 1.64097 0.78737

# 11
14
Properties=species:S:1:pos:R:3 method="wB97M-V/def2-TZVPD" total_charge=0 e_above_lowest_ev=2.720 homo_lumo_gap_ev=10.039 homo_energy_ev=-9.3746
C 1.23050 -0.59124 -0.86702
C 1.79353 0.82036 0.86078
C -0.29396 0.60074 -0.66977
C -1.66551 -0.10321 -0.72886
N 2.05944 -0.21881 -0.06290
O -1.95060 -0.66199 0.53597
S 0.05305 1.32884 0.91552
Cl -0.16109 1.72713 -2.11732
H 1.35712 -1.26545 -1.68024
H 2.15825 0.49870 1.81364
H 2.35609 1.62149 0.52388
H -1.40310 -0.92708 -1.51670
H -2.49613 0.60149 -1.02184
H -1.88252 0.13082 1.13465

# 12
14
Properties=species:S:1:pos:R:3 method="wB97M-V/def2-TZVPD" total_charge=0 e_above_lowest_ev=2.096 homo_lumo_gap_ev=9.479 homo_energy_ev=-9.2486
N -0.42473 -1.50849 1.52225
C 0.26830 -0.32759 1.18446
C 0.08125 0.22966 0.03728
C -0.96233 -0.46087 -0.85647
Cl -0.52565 -1.80222 -1.77539
C 0.95442 1.24816 -0.31781
O 1.97891 1.51856 0.35923
S 0.55185 2.29560 -1.85622
H -0.89897 -2.03350 0.68343
H -0.03871 -2.18475 2.21175
H 1.09595 -0.04790 1.89151
H -1.63988 0.41102 -1.43074
H -1.77490 -0.72222 -0.09654
H 1.33450 3.38454 -1.55673

Computed largest force on an atom (eV/A) in order:
6.54, 2.51, 3.83, 7.58, 2.57, 5.40, 3.22, 3.34, 5.48, 6.60, 4.89, 6.98